# 1
C9H14 | the ωB97M-V functional and the def2-TZVPD basis

Computed properties:
- Total charge: -1
- ⟨S²⟩: 0.75
- Highest occupied orbital energy (spin up / spin down): 1.211 / -4.469 eV
- E_tot: -9557.1941 eV
- E_LUMO (spin up / spin down): 4.22 / 3.99 eV
- Kohn-Sham gap (spin up / spin down): 3.0077 / 8.4626 eV
- Spin multiplicity: 2
- Energy above the lowest of the compared OMol25 structures with the same formula, charge and spin: 1.603 eV

Atoms and positions in Å:
1 C -0.5040 -2.7070 -1.6820
2 C -1.6837 -1.1857 0.0182
3 C -0.5206 -1.5124 -0.5813
4 C -1.6956 -0.2461 1.1047
5 C -0.5682 0.3245 1.4759
6 C 0.7294 -0.9348 -0.1704
7 C 0.6740 -0.0568 0.8904
8 H -2.5913 -1.7492 -0.3095
9 H -2.7066 -0.0245 1.5134
10 H 0.5690 -2.8964 -1.9498
11 H -0.8988 -2.1576 -2.4669
12 H -0.3429 1.0522 2.1851
13 H 1.6959 -1.3181 -0.5687
14 H 1.5890 0.3455 1.2144
15 H -1.1646 -3.4534 -1.2818
16 C 2.1349 2.4699 -0.3571
17 C 0.6432 2.8408 -0.1087
18 H 2.9004 3.0786 0.1775
19 H 2.3234 1.4761 -0.1137
20 H 2.4744 2.6355 -1.4180
21 H 0.4345 3.7968 -0.6463
22 H 0.3798 3.0706 0.8965
23 H 0.0814 2.1894 -0.7700

These are the natural (NBO) partial charges, in e, on atoms 1 to 4: -0.69 -0.36 0.01 -0.28

---

# 2
C3H4N2O2 | the ωB97M-V functional and the def2-TZVPD basis

Computed properties:
- SMILES: Nc1coc(=O)[nH]1
- Highest occupied orbital energy: -8.524 eV
- E_tot: -10248.9281 eV
- E_LUMO: 0.53 eV
- Kohn-Sham gap: 9.0532 eV
- Spin multiplicity: 1
- Energy above the lowest of the compared OMol25 structures with the same formula, charge and spin: 3.337 eV

Atoms and positions in Å:
1 N -1.8349 -0.4687 -0.1774
2 C -0.6102 0.0815 0.2040
3 C 0.0143 1.2575 0.3871
4 O 1.3871 1.1119 -0.2749
5 C 1.6528 -0.2148 -0.3012
6 O 2.6327 -0.7839 -0.6943
7 N 0.4642 -0.8665 0.2454
8 H -1.6331 -1.3393 -0.6737
9 H -2.4276 0.1173 -0.7602
10 H -0.1739 2.2306 0.8081
11 H 0.5286 -1.1257 1.2372

These are the natural (NBO) partial charges, in e, on atoms 1 to 4: -0.80 0.29 -0.05 -0.49

---

# 3
C16H39IN3O4 | the ωB97M-V functional and the def2-TZVPD basis

Computed properties:
- Total charge: -1
- Highest occupied orbital energy: -1.786 eV
- E_tot: -37981.5454 eV
- E_LUMO: 1.95 eV
- Kohn-Sham gap: 3.7360 eV
- Spin multiplicity: 1

Atoms and positions in Å:
1 N -0.3262 7.6653 -7.0368
2 C 0.2504 7.1690 -5.7924
3 C -0.4200 5.8810 -5.3027
4 C 0.5193 4.6603 -5.2929
5 C 1.1157 4.1326 -6.5800
6 I -0.5598 3.4116 -7.8335
7 H -1.3159 7.8360 -6.9411
8 H 0.1281 8.5050 -7.3628
9 H 1.3067 6.9649 -5.9802
10 H 0.2129 7.9176 -4.9876
11 H -0.8028 6.0494 -4.2890
12 H -1.2819 5.6592 -5.9368
13 H 0.0180 3.8507 -4.7545
14 H 1.3798 4.9324 -4.6633
15 H 1.4614 4.9905 -7.1744
16 C -2.6334 -0.2763 -0.4394
17 O -1.5316 0.0566 0.3795
18 C -0.4623 -0.8786 0.3318
19 C 0.7654 -0.2782 -0.3140
20 N 0.5520 -0.0464 -1.7314
21 C 1.6490 0.6300 -2.4181
22 C 1.9998 2.0432 -1.9734
23 O 0.9871 2.9851 -2.2382
24 C 0.0109 3.1579 -1.2387
25 H -3.4074 0.4663 -0.2535
26 H -2.3792 -0.2595 -1.5042
27 H -3.0267 -1.2676 -0.1902
28 H -0.7713 -1.7823 -0.2015
29 H -0.2242 -1.1618 1.3625
30 H 1.5980 -0.9806 -0.1971
31 H 1.0232 0.6349 0.2433
32 H -0.2948 0.4941 -1.8563
33 H 1.4019 0.6726 -3.4804
34 H 2.5461 0.0080 -2.3220
35 H 2.8658 2.3606 -2.5596
36 H 2.2879 2.0871 -0.9131
37 H 0.4297 3.0161 -0.2360
38 H -0.8398 2.4789 -1.3627
39 H -0.3628 4.1786 -1.3235
40 C -1.3389 -4.7080 7.5034
41 O -0.2882 -3.9699 6.9183
42 C 0.8934 -4.7196 6.6701
43 C 1.1743 -4.8052 5.1881
44 N 0.1607 -5.5984 4.5112
45 C 0.2837 -5.6381 3.0589
46 C 0.1251 -4.3309 2.2942
47 O -1.1769 -3.7850 2.3590
48 C -1.4291 -2.9277 3.4531
49 H -2.1451 -4.0076 7.7133
50 H -1.7164 -5.4918 6.8373
51 H -1.0235 -5.1730 8.4433
52 H 0.8003 -5.7233 7.0958
53 H 1.7265 -4.2122 7.1649
54 H 2.1482 -5.2831 5.0432
55 H 1.2501 -3.7781 4.8035
56 H -0.7544 -5.2408 4.7558
57 H -0.4667 -6.3365 2.6812
58 H 1.2638 -6.0596 2.8116
59 H 0.3134 -4.5415 1.2382
60 H 0.8602 -3.5786 2.6071
61 H -0.5261 -2.3935 3.7624
62 H -1.8322 -3.4652 4.3175
63 H -2.1714 -2.1965 3.1329

These are the natural (NBO) partial charges, in e, on atoms 1 to 4: -0.83 -0.21 -0.43 -0.47

---

# 4
C38H32BrN8O2P2Rb | the ωB97M-V functional and the def2-TZVPD basis

Computed properties:
- Highest occupied orbital energy: -8.105 eV
- E_tot: -145220.4970 eV
- E_LUMO: 0.27 eV
- Kohn-Sham gap: 8.3725 eV
- Spin multiplicity: 1
- Energy above the lowest of the compared OMol25 structures with the same formula, charge and spin: 1.289 eV

Atoms and positions in Å:
1 Rb -0.2718 -0.4044 -1.6340
2 N 3.0692 -1.7541 0.0498
3 C 3.5601 -0.7997 -0.7490
4 N 4.8845 -0.7780 -0.9152
5 C 5.3380 0.2168 -1.6701
6 N 6.6675 0.3090 -1.8737
7 N 4.5699 1.1604 -2.2194
8 C 3.2648 1.0202 -2.0246
9 N 2.6992 0.0649 -1.3013
10 C 2.4113 2.0035 -2.7103
11 C 3.0053 3.1009 -3.3367
12 C 2.1961 3.9732 -4.0398
13 C 0.8399 3.6982 -4.1256
14 C 0.3512 2.5794 -3.4631
15 N 1.1061 1.7672 -2.7514
16 H 3.7024 -2.4345 0.4292
17 H 2.0742 -1.8312 0.1775
18 H 7.2319 -0.4816 -1.6196
19 H 6.9764 0.9151 -2.6134
20 H 4.0740 3.2312 -3.2619
21 H 2.6194 4.8368 -4.5331
22 H 0.1759 4.3286 -4.6960
23 H -0.6935 2.3061 -3.5295
24 N -1.1758 0.6328 1.9253
25 P -1.3102 1.6844 0.5612
26 C -2.9902 1.2270 -0.0174
27 C -3.9355 0.6001 0.7870
28 C -5.1683 0.2556 0.2631
29 C -5.4579 0.5204 -1.0658
30 C -4.5236 1.1517 -1.8717
31 C -3.2977 1.5137 -1.3444
32 C -1.7892 3.2321 1.4233
33 C -2.5719 3.2444 2.5733
34 C -2.8815 4.4437 3.1871
35 C -2.4192 5.6367 2.6552
36 C -1.6539 5.6327 1.5012
37 C -1.3389 4.4333 0.8881
38 P 0.1238 -0.5164 1.7934
39 C 0.6520 -0.4457 3.5489
40 C 1.9902 -0.2075 3.8313
41 C 2.4166 -0.0982 5.1438
42 C 1.5038 -0.2236 6.1768
43 C 0.1664 -0.4667 5.9016
44 C -0.2618 -0.5785 4.5923
45 C -0.8331 -2.0765 1.8704
46 C -1.9734 -2.2338 1.0896
47 C -2.6416 -3.4439 1.0707
48 C -2.1655 -4.5094 1.8174
49 C -1.0240 -4.3633 2.5886
50 C -0.3519 -3.1551 2.6084
51 H -1.0892 1.1589 2.7918
52 H -3.7042 0.3601 1.8154
53 H -5.9032 -0.2299 0.8895
54 H -6.4129 0.2302 -1.4763
55 H -4.7482 1.3516 -2.9098
56 H -2.5683 2.0300 -1.9607
57 H -2.9493 2.3210 2.9898
58 H -3.4861 4.4483 4.0830
59 H -2.6548 6.5700 3.1433
60 H -1.2967 6.5628 1.0845
61 H -0.7332 4.4181 -0.0086
62 H 2.6910 -0.1074 3.0138
63 H 3.4584 0.0883 5.3587
64 H 1.8340 -0.1325 7.2004
65 H -0.5405 -0.5703 6.7128
66 H -1.3029 -0.7814 4.3774
67 H -2.3514 -1.4018 0.5081
68 H -3.5314 -3.5546 0.4680
69 H -2.6780 -5.4588 1.7915
70 H -0.6503 -5.1945 3.1686
71 H 0.5471 -3.0485 3.2020
72 Br 1.2865 -4.8169 -0.3587
73 C 1.1591 -4.3863 -2.2236
74 C 1.7203 -5.2362 -3.1554
75 C 1.6165 -4.8469 -4.4840
76 C 0.9503 -3.6758 -4.7919
77 C 0.3942 -2.9178 -3.7617
78 N 0.5240 -3.2700 -2.4848
79 C -0.3826 -1.6024 -4.0117
80 O 0.2267 -0.7469 -4.6582
81 O -1.4937 -1.5373 -3.4683
82 H 2.2154 -6.1493 -2.8645
83 H 2.0497 -5.4620 -5.2599
84 H 0.8599 -3.3285 -5.8077

These are the Löwdin partial charges, in e, on atoms 1 to 4: 0.86 0.17 -0.45 0.17

---

# 5
C4H9NO2 | the ωB97M-V functional and the def2-TZVPD basis

Computed properties:
- SMILES: C[C@@H](O)CNC=O
- Highest occupied orbital energy: -9.596 eV
- E_tot: -9878.0362 eV
- E_LUMO: 0.74 eV
- Kohn-Sham gap: 10.3340 eV
- Spin multiplicity: 1
- Energy above the lowest of the compared OMol25 structures with the same formula, charge and spin: 2.024 eV

Atoms and positions in Å:
1 C 0.9562 1.7054 1.3798
2 C 0.5857 0.6050 0.3281
3 O 0.6814 -0.6240 0.9778
4 C -0.8576 0.4800 -0.2658
5 N -1.2451 -0.9793 -0.9711
6 C -0.4692 -2.0470 -1.2987
7 O 0.6757 -2.2700 -0.9118
8 H 1.0769 2.7270 0.9900
9 H 1.9370 1.4159 1.7952
10 H 0.2670 1.7364 2.2312
11 H 1.3259 0.7336 -0.4853
12 H 0.7578 -1.3179 0.2493
13 H -1.5484 0.6553 0.5743
14 H -1.0700 1.1190 -1.1117
15 H -2.1522 -1.0790 -1.4440
16 H -0.8967 -2.8000 -1.9978

These are the natural (NBO) partial charges, in e, on atoms 1 to 4: -0.62 0.08 -0.76 -0.19

---

# 6
C5H10O2 | the ωB97M-V functional and the def2-TZVPD basis

Computed properties:
- Highest occupied orbital energy: -9.400 eV
- E_tot: -9439.1726 eV
- E_LUMO: 0.81 eV
- Kohn-Sham gap: 10.2072 eV
- Spin multiplicity: 1
- Energy above the lowest of the compared OMol25 structures with the same formula, charge and spin: 3.870 eV

Atoms and positions in Å:
1 O -2.2174 -0.9151 0.7112
2 C -1.5875 0.3406 0.5793
3 C -0.1049 0.0221 0.4964
4 C 0.3573 -0.8735 -0.9843
5 C 1.7983 -0.5443 -1.0596
6 O 2.0819 0.7799 0.2416
7 C 0.8157 1.1882 0.5692
8 H -3.1486 -0.8164 0.4975
9 H -1.8519 0.8471 -0.3608
10 H -1.8993 1.0247 1.3997
11 H 0.2059 -0.7016 1.2631
12 H 0.0971 -1.9034 -0.7160
13 H -0.2500 -0.5101 -1.8253
14 H 2.1576 0.0330 -1.9062
15 H 2.5023 -1.2872 -0.6903
16 H 0.4558 2.1173 0.0745
17 H 0.5510 1.2680 1.6616

These are the natural (NBO) partial charges, in e, on atoms 1 to 4: -0.72 -0.08 -0.16 -0.49